[1]
ORCA calculation (wB97M-V/def2-TZVPD) on the molecule C4H6S at a distorted geometry.

For the energy above the lowest of the compared OMol25 structures with the same formula, charge and spin, the calculation gives 33.7 kcal/mol. As for the highest occupied orbital energy: -8.267 eV. Its gap between HOMO and LUMO is 9.405 eV. Its SMILES is C=CSC=C.

ORCA input file:
```
! RIJCOSX wB97M-V def2-TZVPD def2/J DEFGRID3
* xyz 0 1
C 2.622 -0.211 0.056
C 1.374 0.178 -0.021
C -1.401 0.012 -0.394
C -2.540 -0.146 0.209
H 2.869 -1.241 -0.209
H 3.338 0.665 0.385
H 1.046 1.264 0.145
H -1.133 0.795 -0.998
H -3.302 0.597 0.023
H -2.884 -0.919 0.943
S 0.012 -0.994 -0.140
*
```



[2]
ORCA calculation (wB97M-V/def2-TZVPD) on a structure of composition C18H22BF6O18Pd at a distorted geometry.

For the energy above the lowest of the compared OMol25 structures with the same formula, charge and spin, the calculation gives 0.0 kcal/mol. As for the highest occupied orbital energy (spin up / spin down): -16.187 / -16.186 eV. Its expectation value of S² is 3.757. Its gap between HOMO and LUMO (spin up / spin down) is 11.990 / 6.067 eV.

ORCA input file:
```
! RIJCOSX wB97M-V def2-TZVPD def2/J DEFGRID3
* xyz 2 4
Pd -0.315 -0.746 0.028
B -0.612 -2.689 1.023
H -1.250 -2.714 0.153
H -0.833 -1.848 1.661
H -0.713 -3.615 1.568
H 0.412 -2.540 0.715
C -1.609 3.232 -3.608
C -2.188 3.733 -2.332
O -1.739 2.785 -1.390
C -1.346 1.697 -1.995
O -1.041 0.601 -1.513
O -1.454 1.885 -3.318
F -3.499 3.712 -2.362
H -0.672 3.712 -3.890
H -2.319 3.315 -4.431
H -1.850 4.745 -2.109
C 3.759 -1.580 4.034
C 3.709 -0.011 4.319
O 2.853 0.361 3.304
C 2.248 -0.661 2.614
O 1.438 -0.509 1.773
O 2.679 -1.820 3.168
F 4.883 0.506 3.991
H 3.741 -2.036 5.024
H 4.734 -1.698 3.563
H 3.360 0.284 5.308
C 3.857 1.213 -3.054
C 4.217 -0.194 -3.055
O 3.056 -0.762 -2.567
C 2.443 0.145 -1.804
O 1.514 -0.102 -1.084
O 2.899 1.279 -2.007
F 5.213 -0.615 -2.291
H 3.398 1.515 -3.996
H 4.654 1.836 -2.647
H 4.308 -0.581 -4.070
C -5.470 -0.817 2.204
C -4.528 -0.996 3.379
O -3.309 -0.370 2.948
C -3.347 -0.399 1.562
O -2.471 -0.052 0.797
O -4.582 -1.012 1.124
F -4.354 -2.260 3.751
H -5.842 0.199 2.337
H -6.161 -1.636 2.406
H -4.940 -0.508 4.262
C 0.727 4.806 1.521
C 0.951 4.090 2.806
O 0.915 2.725 2.470
C 0.253 2.556 1.344
O -0.055 1.447 0.841
O 0.092 3.782 0.742
F -0.020 4.347 3.715
H 1.643 5.056 0.987
H 0.156 5.721 1.675
H 1.921 4.266 3.270
C -0.529 -5.222 -3.214
C -1.685 -4.450 -3.896
O -1.130 -3.134 -3.747
C -0.543 -3.002 -2.596
O -0.152 -1.948 -2.057
O -0.220 -4.254 -2.211
F -2.893 -4.542 -3.350
H 0.268 -5.302 -3.953
H -0.924 -6.186 -2.892
H -1.701 -4.742 -4.946
*
```



[3]
ORCA calculation (wB97M-V/def2-TZVPD) on the molecule C23H21N5O at a distorted geometry.

For the energy above the lowest of the compared OMol25 structures with the same formula, charge and spin, the calculation gives 22.4 kcal/mol. As for the highest occupied orbital energy: -8.516 eV. Its gap between HOMO and LUMO is 8.129 eV. Its SMILES is N#Cc1cc2c(cn1)[nH]c1ncc(-c3ccc(CN4CCC[C@@H](O)C4)cc3)cc12.

ORCA input file:
```
! RIJCOSX wB97M-V def2-TZVPD def2/J DEFGRID3
* xyz 0 1
N -6.074 5.667 -4.246
C -5.103 5.115 -4.544
N -3.227 4.850 -6.070
N 1.087 1.218 -4.152
O 3.261 -2.286 2.555
C 0.983 0.601 -2.950
C -1.996 4.368 -6.352
C -3.834 4.513 -4.899
C 0.115 2.068 -4.432
C -1.142 1.676 -2.370
C 0.341 -1.191 -0.676
C -0.712 0.718 0.375
C -3.157 3.707 -3.962
C 0.166 -1.923 0.482
C -0.803 -0.049 1.569
C -0.107 0.793 -2.049
C -0.988 2.329 -3.596
C -0.116 0.123 -0.744
C -1.874 3.260 -4.264
C -1.325 3.529 -5.497
C -0.370 -1.350 1.640
N -0.091 2.831 -5.587
N 0.767 -2.465 3.537
C -0.519 -2.126 2.952
C 0.817 -3.507 4.591
C 2.201 -4.083 4.688
C 1.626 -1.314 3.901
C 3.239 -2.980 4.854
C 3.059 -1.808 3.882
H 2.453 -2.749 2.269
H 1.800 -0.102 -2.687
H -1.575 4.699 -7.303
H -2.006 1.852 -1.718
H 0.770 -1.721 -1.549
H -1.024 1.764 0.340
H -3.662 3.390 -3.066
H 0.546 -2.963 0.529
H -1.299 0.380 2.433
H 0.547 2.803 -6.384
H -1.090 -1.490 3.626
H -1.168 -3.034 2.820
H 0.561 -3.080 5.577
H 0.078 -4.287 4.378
H 2.296 -4.775 5.517
H 2.395 -4.655 3.744
H 1.563 -0.458 3.212
H 1.367 -0.948 4.900
H 3.207 -2.573 5.899
H 4.258 -3.343 4.725
H 3.757 -0.992 4.100
*
```



[4]
ORCA calculation (wB97M-V/def2-TZVPD) on the molecule C3H3N5 at a distorted geometry.

For the energy above the lowest of the compared OMol25 structures with the same formula, charge and spin, the calculation gives 93.8 kcal/mol. As for the highest occupied orbital energy: -10.105 eV. Its gap between HOMO and LUMO is 9.039 eV. Its SMILES is [H]/N=c1\cnnncn1.

ORCA input file:
```
! RIJCOSX wB97M-V def2-TZVPD def2/J DEFGRID3
* xyz 0 1
C -0.591 0.343 -0.719
C 0.609 1.124 -0.394
C 0.073 -1.607 -0.036
H -1.649 1.872 -0.985
H 0.966 1.796 -1.137
H 0.612 -2.628 -0.316
N -1.674 0.894 -0.950
N 1.253 0.982 0.632
N 0.647 0.145 1.488
N 0.024 -1.013 1.264
N -0.318 -1.036 -1.101
*
```



[5]
ORCA calculation (wB97M-V/def2-TZVPD) on a cluster of 2 separate species, C9H13N3O2 in total at a distorted geometry.

For the energy above the lowest of the compared OMol25 structures with the same formula, charge and spin, the calculation gives 57.3 kcal/mol. As for the highest occupied orbital energy: -8.473 eV. Its gap between HOMO and LUMO is 9.044 eV.

ORCA input file:
```
! RIJCOSX wB97M-V def2-TZVPD def2/J DEFGRID3
* xyz 0 1
C 1.080 -0.746 2.969
C 0.075 -1.127 2.094
C -0.146 0.991 2.596
C -1.245 1.592 -1.513
C 0.840 -1.060 -2.548
C 0.778 -1.828 -1.179
C -0.269 -0.746 -1.499
C -1.543 0.155 0.825
C -0.345 0.651 -0.808
N 0.907 0.586 3.295
N -0.640 0.015 1.810
N 0.894 1.142 -0.366
O -0.920 2.906 -1.697
O -2.312 1.208 -1.937
H 1.906 -1.223 3.435
H -0.007 -2.136 1.839
H -0.642 1.932 2.612
H 1.760 -0.488 -2.754
H 0.694 -1.592 -3.460
H 0.417 -2.774 -1.206
H 1.608 -1.767 -0.491
H -1.118 -1.124 -1.958
H -2.018 -0.801 0.318
H -2.122 1.001 0.773
H -0.028 3.049 -1.376
H 0.672 1.577 0.530
H 1.726 0.609 -0.304
*
```



[6]
ORCA calculation (wB97M-V/def2-TZVPD) on a structure of composition C13H24N6OTaTl at a distorted geometry.

For the energy above the lowest of the compared OMol25 structures with the same formula, charge and spin, the calculation gives 0.0 kcal/mol. As for the highest occupied orbital energy: -15.459 eV. Its gap between HOMO and LUMO is 7.508 eV.

ORCA input file:
```
! RIJCOSX wB97M-V def2-TZVPD def2/J DEFGRID3
* xyz 2 1
N 0.174 1.731 0.670
C 0.185 2.863 1.074
O 0.101 4.048 1.279
Tl -1.704 3.923 -0.724
Ta 0.223 -0.169 0.170
N 0.833 0.217 -1.629
N -1.559 -0.923 0.501
C 1.526 1.278 -2.400
C -2.172 -1.025 1.863
C 0.610 2.501 -2.454
C 1.876 0.819 -3.817
C 2.820 1.629 -1.661
C -3.696 -1.126 1.784
C -1.613 -2.275 2.538
C -1.788 0.211 2.666
H -0.387 2.229 -2.832
H 1.044 3.267 -3.118
H 0.513 2.964 -1.458
H 2.588 -0.015 -3.806
H 2.359 1.654 -4.347
H 0.977 0.534 -4.378
H 2.631 2.015 -0.650
H 3.366 2.402 -2.225
H 3.465 0.743 -1.572
H -4.124 -0.268 1.248
H -4.103 -1.118 2.806
H -4.016 -2.063 1.311
H -1.901 -3.172 1.975
H -2.020 -2.353 3.557
H -0.516 -2.250 2.602
H -0.699 0.364 2.736
H -2.171 0.097 3.690
H -2.245 1.113 2.239
C -2.301 -1.460 -0.653
H -1.920 -1.032 -1.593
H -2.229 -2.559 -0.710
H -3.364 -1.183 -0.604
C 0.854 -1.188 -2.136
H 1.847 -1.472 -2.518
H 0.620 -1.916 -1.322
H 0.114 -1.336 -2.940
N 1.589 -0.906 1.350
C 2.394 -1.288 2.159
N 3.473 -1.745 2.594
C 3.923 -1.818 3.839
N 4.423 -1.938 4.894
*
```



[7]
ORCA calculation (wB97M-V/def2-TZVPD) on a cluster of 2 separate species, C7H12 in total at a distorted geometry.

For the energy above the lowest of the compared OMol25 structures with the same formula, charge and spin, the calculation gives 210.2 kcal/mol. As for the highest occupied orbital energy (spin up / spin down): -8.448 / -7.949 eV. Its gap between HOMO and LUMO (spin up / spin down) is 8.111 / 7.182 eV.

ORCA input file:
```
! RIJCOSX wB97M-V def2-TZVPD def2/J DEFGRID3
* xyz 0 1
C 0.152 -0.534 1.156
C 0.166 1.609 2.500
C 0.094 -1.269 0.006
C 0.478 2.769 1.737
C -0.393 -2.640 0.003
C 0.552 0.777 -1.376
C 0.374 -0.717 -1.377
H -0.021 -0.972 2.133
H 0.029 3.742 2.305
H -0.021 2.646 0.776
H 1.506 3.055 1.474
H -1.431 -2.758 -0.628
H -0.617 -3.057 0.928
H 0.234 -3.359 -0.513
H 1.585 1.035 -1.232
H 0.036 1.289 -0.540
H -0.093 1.337 -2.127
H 1.279 -1.284 -1.874
H -0.475 -1.110 -2.108
*
```